A molecular structure, C50H59FN6O4P2SeSi3V in a non-equilibrium geometry. Source: the OMol25 dataset; level of theory: wB97M-V/def2-TZVPD.

Structure (ORCA input):
```
! RIJCOSX wB97M-V def2-TZVPD def2/J DEFGRID3
* xyz -1 3
V 0.089 -0.829 -0.152
C -1.260 -2.073 3.222
Si -0.655 -0.308 3.036
C 0.111 0.112 4.707
C -2.120 0.834 2.752
N 0.422 -0.152 1.689
P 2.030 -0.187 1.372
C 2.322 -0.958 -0.102
P 2.112 -0.290 -1.651
N 0.513 -0.108 -1.948
Si -0.434 0.184 -3.394
C 0.470 1.139 -4.733
C -0.687 -1.557 -4.091
C -2.161 0.874 -3.183
C 2.681 -1.510 -2.888
C 2.421 -2.856 -2.635
C 2.628 -3.807 -3.622
C 3.096 -3.425 -4.873
C 3.380 -2.092 -5.125
C 3.173 -1.139 -4.135
C 3.194 1.122 -2.030
C 4.569 0.895 -1.940
C 5.466 1.906 -2.230
C 4.997 3.164 -2.599
C 3.634 3.400 -2.667
C 2.729 2.379 -2.390
C 2.754 1.453 1.695
C 2.124 2.377 2.521
C 2.734 3.588 2.819
C 3.972 3.892 2.271
C 4.602 2.980 1.435
C 3.998 1.764 1.156
C 2.768 -1.198 2.704
C 2.576 -2.579 2.612
C 2.928 -3.405 3.666
C 3.481 -2.866 4.823
C 3.694 -1.500 4.912
C 3.331 -0.668 3.859
H -2.074 -2.119 3.954
H -0.446 -2.714 3.571
H -1.622 -2.480 2.278
H -0.702 0.237 5.429
H 0.709 1.025 4.720
H 0.748 -0.703 5.054
H -3.048 0.388 3.118
H -2.211 1.016 1.685
H -1.986 1.793 3.261
H 1.325 0.581 -5.117
H 0.806 2.118 -4.394
H -0.229 1.293 -5.561
H 0.227 -1.945 -4.552
H -1.479 -1.576 -4.846
H -0.969 -2.246 -3.290
H -2.184 1.927 -3.460
H -2.460 0.794 -2.146
H -2.862 0.311 -3.804
H 2.048 -3.145 -1.660
H 2.411 -4.848 -3.417
H 3.235 -4.167 -5.651
H 3.759 -1.788 -6.093
H 3.398 -0.099 -4.340
H 4.926 -0.086 -1.642
H 6.531 1.719 -2.173
H 5.698 3.955 -2.839
H 3.263 4.382 -2.935
H 1.664 2.565 -2.447
H 1.145 2.145 2.923
H 2.237 4.299 3.468
H 4.446 4.840 2.496
H 5.563 3.217 0.995
H 4.490 1.045 0.518
H 2.137 -2.987 1.707
H 2.766 -4.473 3.589
H 3.741 -3.512 5.652
H 4.133 -1.075 5.807
H 3.490 0.400 3.944
C -5.794 -1.993 0.475
N -5.265 -0.666 0.261
C -3.977 -0.369 -0.045
Se -2.608 -1.551 -0.330
N -3.891 0.975 -0.142
C -5.131 1.556 0.076
C -5.568 2.869 0.068
C -6.912 3.088 0.330
C -7.787 2.034 0.591
C -7.349 0.717 0.600
C -6.007 0.502 0.337
H -4.977 -2.702 0.364
H -6.567 -2.212 -0.263
H -6.213 -2.069 1.478
H -3.012 1.433 -0.382
H -4.895 3.685 -0.131
H -7.287 4.103 0.333
H -8.830 2.246 0.790
H -8.025 -0.103 0.801
F -4.145 4.909 2.031
C -3.103 5.291 1.273
C -2.065 4.472 1.059
N -0.971 4.852 0.326
C 0.073 3.853 0.057
C -0.480 2.677 -0.806
O -0.399 2.822 -2.031
O -0.994 1.716 -0.164
C -0.883 6.107 -0.237
O 0.069 6.520 -0.860
N -1.998 6.907 -0.015
C -3.148 6.626 0.707
O -4.049 7.431 0.823
H -2.036 3.460 1.445
H 0.418 3.475 1.018
H 0.875 4.362 -0.467
H -1.949 7.825 -0.432
C 1.210 -6.701 -1.112
Si 0.031 -5.933 0.138
C -1.683 -6.632 -0.175
C 0.588 -6.483 1.846
C 0.028 -4.125 0.009
C 0.022 -2.904 -0.070
H 1.509 -7.701 -0.791
H 2.112 -6.095 -1.218
H 0.745 -6.787 -2.097
H -1.658 -7.725 -0.185
H -2.068 -6.289 -1.137
H -2.384 -6.313 0.599
H 0.415 -7.556 1.970
H 0.053 -5.954 2.636
H 1.657 -6.298 1.980
*
```

- E: -7567.04294 a.u.
- HOMO-LUMO gap (alpha / beta): 0.2572 / 0.2725 Eh
- ΔE to the lowest compared entry with this formula, charge and spin: 0.939 eV